Entry from OMol25: a molecular structure, C32H18IrN10O7S2Se at a distorted geometry (ωB97M-V with the def2-TZVPD basis set).

Cartesian coordinates (Å):
Ir  -0.383  0.382  0.339
S  4.574  -4.018  3.822
N  4.784  -3.002  2.591
C  3.602  -2.473  2.330
C  3.321  -1.508  1.279
C  4.280  -1.036  0.383
C  3.891  -0.137  -0.582
C  2.565  0.282  -0.629
N  1.639  -0.158  0.218
C  2.014  -1.052  1.164
C  0.974  -1.527  2.055
N  -0.244  -1.002  1.846
C  -1.270  -1.415  2.585
C  -1.113  -2.368  3.589
C  0.136  -2.897  3.828
C  1.209  -2.471  3.044
C  2.573  -2.950  3.184
N  2.996  -3.830  4.074
H  5.301  -1.386  0.466
H  4.595  0.250  -1.305
H  2.243  0.995  -1.372
H  -2.234  -0.985  2.359
H  -1.973  -2.673  4.167
H  0.305  -3.638  4.598
O  -4.406  0.916  0.279
C  -3.377  0.321  0.066
O  -2.272  0.715  0.719
C  -3.319  -0.848  -0.855
C  -4.538  -1.282  -1.363
C  -4.590  -2.333  -2.249
C  -3.443  -2.994  -2.651
C  -2.240  -2.596  -2.125
C  -2.118  -1.502  -1.229
O  -0.937  -1.139  -0.851
N  -1.043  -3.329  -2.562
O  -0.133  -3.479  -1.769
O  -1.045  -3.758  -3.699
N  -5.887  -2.769  -2.780
O  -6.875  -2.170  -2.410
O  -5.883  -3.702  -3.558
H  -5.449  -0.784  -1.063
H  -3.490  -3.812  -3.355
N  -1.923  3.343  -0.264
C  -1.197  2.858  -1.278
N  -0.620  1.669  -1.293
C  -0.053  1.404  -2.563
C  0.456  0.187  -3.011
C  0.938  0.104  -4.307
C  0.923  1.208  -5.158
C  0.398  2.413  -4.732
C  -0.103  2.484  -3.439
S  -0.950  3.815  -2.703
H  -2.332  2.672  0.375
H  -2.386  4.228  -0.377
H  0.445  -0.681  -2.370
H  1.315  -0.844  -4.668
H  1.296  1.115  -6.169
H  0.354  3.270  -5.391
Se  -1.465  2.061  2.926
N  -0.095  1.877  1.715
C  0.893  2.651  2.100
C  2.125  2.859  1.391
C  3.067  3.644  1.951
C  2.862  4.306  3.224
C  1.704  4.186  3.897
C  0.664  3.352  3.348
N  -0.498  3.149  3.910
H  2.262  2.415  0.417
H  4.004  3.798  1.432
H  3.653  4.927  3.622
H  1.527  4.693  4.835

- ΔE to the lowest compared entry with this formula, charge and spin (eV) = 0.090
- charge = +1
- highest occupied orbital energy (Ha) = -0.4034

---

Entry from OMol25: a single C3H6N2O molecule at a distorted geometry (ωB97M-V with the def2-TZVPD basis set).

Cartesian coordinates (Å):
H  0.327  -1.873  -1.103
N  -0.405  -1.325  -0.666
C  0.012  -0.241  -0.253
C  -0.802  0.821  0.424
C  -1.968  0.577  1.021
N  1.329  0.215  -0.525
O  2.261  -0.908  -0.568
H  -0.309  1.784  0.426
H  -2.593  1.368  1.455
H  -2.410  -0.400  0.905
H  1.610  0.775  0.278
H  2.949  -0.795  -1.393

- structure (SMILES) = [H]/N=C(/C=C)NO
- ΔE to the lowest compared entry with this formula, charge and spin (eV) = 3.604
- highest occupied orbital energy (Ha) = -0.3547

---

Entry from OMol25: a molecular structure, C24H28N7O3PS5V (ωB97M-V with the def2-TZVPD basis set).

Cartesian coordinates (Å):
V  -1.243  -0.197  0.278
N  2.313  1.264  1.926
C  2.999  0.326  1.197
C  2.060  -0.368  0.500
N  0.823  0.157  0.765
C  1.010  1.145  1.617
C  -0.156  1.825  2.145
N  -1.356  1.361  1.855
C  -2.256  2.183  2.484
C  -1.584  3.156  3.157
N  -0.245  2.915  2.933
H  2.743  2.012  2.440
H  4.071  0.256  1.218
H  2.198  -1.186  -0.185
H  -3.316  2.010  2.409
H  -1.923  3.980  3.759
H  0.516  3.494  3.242
O  -1.480  1.384  -1.211
C  -0.658  1.120  -2.362
C  -0.551  -0.358  -2.636
C  -0.248  -0.830  -3.902
C  -0.076  -2.190  -4.085
C  -0.255  -3.043  -3.006
C  -0.593  -2.500  -1.783
N  -0.727  -1.182  -1.595
H  -2.409  1.316  -1.453
H  0.313  1.563  -2.120
H  -1.049  1.645  -3.234
H  -0.116  -0.135  -4.720
H  0.193  -2.581  -5.057
H  -0.136  -4.112  -3.108
H  -0.766  -3.118  -0.911
C  -6.188  -4.330  2.086
C  -5.619  -3.043  1.540
O  -4.190  -3.068  1.752
P  -3.357  -1.714  1.630
S  -1.440  -2.161  1.875
S  -3.766  -0.721  -0.039
O  -3.911  -0.803  2.829
C  -3.630  -1.187  4.192
C  -4.497  -0.343  5.096
H  -7.266  -4.355  1.918
H  -6.001  -4.413  3.157
H  -5.738  -5.189  1.590
H  -6.046  -2.174  2.045
H  -5.803  -2.944  0.470
H  -2.569  -1.021  4.382
H  -3.837  -2.251  4.320
H  -4.298  0.716  4.932
H  -4.283  -0.579  6.139
H  -5.554  -0.531  4.907
S  4.721  -1.121  -4.390
C  4.390  0.220  -3.460
S  2.821  0.531  -2.795
C  3.395  1.979  -1.951
N  4.662  2.166  -2.155
N  5.197  1.200  -3.005
C  6.599  1.312  -3.245
C  7.421  1.720  -2.201
C  8.784  1.850  -2.412
C  9.330  1.577  -3.659
C  8.500  1.183  -4.697
C  7.133  1.052  -4.499
S  2.342  2.920  -0.998
H  6.979  1.951  -1.243
H  9.422  2.168  -1.597
H  10.396  1.677  -3.821
H  8.914  0.979  -5.676
H  6.487  0.747  -5.307

- multiplicity = 4
- ΔE to the lowest compared entry with this formula, charge and spin (eV) = 1.415
- highest occupied orbital energy (alpha / beta) (Ha) = -0.2429 / -0.2429

---

Entry from OMol25: a molecular structure, C19H20N3O7P2RuTe (ωB97M-V with the def2-TZVPD basis set).

Cartesian coordinates (Å):
Ru  0.811  -0.800  -0.395
O  1.279  -4.325  -2.355
P  1.168  -2.861  -2.955
O  0.925  -2.786  -4.387
O  0.282  -2.095  -1.960
O  2.718  -2.272  -2.646
P  3.073  -1.307  -1.472
O  4.616  -1.139  -1.492
O  2.553  -1.845  -0.122
O  2.279  0.009  -1.608
H  1.420  -4.984  -3.048
H  5.075  -1.436  -2.290
N  -3.102  5.211  -7.973
C  -2.860  4.643  -7.006
C  -2.559  3.931  -5.793
C  -2.108  2.615  -5.856
C  -1.828  1.930  -4.686
C  -1.986  2.584  -3.473
C  -2.429  3.894  -3.395
C  -2.724  4.569  -4.566
N  -1.680  1.879  -2.264
C  -2.459  1.813  -1.124
C  -1.805  0.999  -0.261
N  -0.629  0.583  -0.854
C  -0.589  1.139  -2.059
H  -1.993  2.127  -6.813
H  -1.508  0.897  -4.719
H  -2.527  4.386  -2.436
H  -3.070  5.592  -4.538
H  -3.405  2.320  -1.057
H  -2.091  0.686  0.727
H  0.211  1.010  -2.770
C  1.650  -0.619  7.225
C  1.167  -0.969  5.850
C  0.407  -2.109  5.624
C  -0.070  -2.436  4.363
C  -0.884  -3.691  4.209
C  0.246  -1.580  3.281
Te  -0.536  -2.141  1.455
C  1.029  -0.421  3.486
C  1.450  0.510  2.386
C  1.464  -0.142  4.768
H  1.540  -1.456  7.911
H  1.082  0.224  7.624
H  2.698  -0.323  7.203
H  0.177  -2.766  6.454
H  -1.027  -4.161  5.180
H  -0.391  -4.418  3.561
H  -1.874  -3.492  3.795
H  2.198  0.021  1.750
H  1.947  1.387  2.799
H  0.610  0.872  1.786
H  2.062  0.746  4.935

- multiplicity = 5
- charge = +1
- highest occupied orbital energy (alpha / beta) (Ha) = -0.4281 / -0.4503

---

Entry from OMol25: a gas-phase ion, C6H13N2O (charge +1) at a distorted geometry (ωB97M-V with the def2-TZVPD basis set).

Cartesian coordinates (Å):
C  -0.243  -1.338  2.670
C  -0.380  -1.353  1.165
C  -0.214  0.101  0.588
O  1.124  0.455  0.389
C  1.428  0.664  -0.831
N  2.704  0.785  -1.183
N  0.464  0.340  -1.651
C  -0.768  0.071  -0.951
C  -1.769  1.196  -1.363
H  -0.321  -2.355  3.082
H  -0.931  -0.680  3.142
H  0.642  -0.960  2.984
H  -1.404  -1.815  0.895
H  0.397  -2.019  0.611
H  -0.731  0.782  1.197
H  3.137  0.929  -2.071
H  3.289  0.993  -0.435
H  0.416  0.712  -2.611
H  -1.014  -0.996  -1.110
H  -1.501  2.108  -0.888
H  -2.851  1.077  -1.121
H  -1.474  1.303  -2.509

- structure (SMILES) = CC[C@H]1OC(=[NH2+])N[C@@H]1C
- ΔE to the lowest compared entry with this formula, charge and spin (eV) = 1.001
- charge = +1
- highest occupied orbital energy (Ha) = -0.5463

---

Entry from OMol25: a molecular structure, C13H25N4O2P2Tm at a distorted geometry (ωB97M-V with the def2-TZVPD basis set).

Cartesian coordinates (Å):
C  0.897  -1.447  -4.202
C  0.980  -1.042  -2.859
N  -0.139  -0.818  -2.102
C  -1.330  -1.235  -2.618
C  -1.455  -1.755  -3.913
C  -0.325  -1.910  -4.708
C  2.367  -0.975  -2.247
P  2.541  -0.608  -0.449
Tm  -0.231  0.320  0.276
P  -2.797  -0.157  -0.349
C  -2.661  -1.203  -1.847
O  2.272  4.244  -3.810
O  -1.027  2.143  0.399
H  1.811  -1.419  -4.812
H  -2.442  -2.094  -4.249
H  -0.396  -2.330  -5.716
C  3.506  -2.052  0.129
C  3.732  0.767  -0.360
H  -3.429  -0.837  -2.554
H  -2.921  -2.237  -1.540
H  3.008  -0.288  -2.784
H  2.865  -1.956  -2.379
C  -4.108  -0.936  0.645
C  -3.747  1.298  -0.956
H  0.265  4.888  1.147
H  -0.906  2.741  -0.333
H  2.061  4.353  -2.855
H  2.103  3.302  -3.983
H  1.326  -1.198  0.222
H  0.090  4.122  1.248
H  4.517  -1.947  -0.301
H  3.548  -2.033  1.233
H  3.009  -2.959  -0.269
H  4.721  0.340  -0.561
H  3.502  1.524  -1.123
H  3.737  1.198  0.649
H  -4.751  0.973  -1.275
H  -3.815  1.992  -0.100
H  -3.215  1.770  -1.798
H  -5.079  -0.537  0.309
H  -4.070  -2.029  0.527
H  -3.916  -0.635  1.690
N  -0.326  0.555  2.457
C  -0.415  0.928  3.574
N  -0.463  1.271  4.809
C  -0.260  0.306  5.728
N  -0.098  -0.474  6.576

- multiplicity = 3
- ΔE to the lowest compared entry with this formula, charge and spin (eV) = 0.000
- highest occupied orbital energy (alpha / beta) (Ha) = -0.1949 / -0.1966

---

Entry from OMol25: a single C5H6O molecule (ωB97M-V with the def2-TZVPD basis set).

Cartesian coordinates (Å):
C  0.950  -0.267  -0.816
C  0.585  -1.217  0.046
C  -0.559  -0.739  0.878
O  -0.215  0.380  1.706
C  -0.841  0.637  0.457
C  0.106  0.984  -0.682
H  1.778  -0.342  -1.515
H  1.067  -2.179  0.184
H  -1.314  -1.417  1.267
H  -1.828  1.089  0.521
H  -0.454  1.213  -1.598
H  0.723  1.860  -0.448

- structure (SMILES) = C1=C[C@H]2O[C@H]2C1
- ΔE to the lowest compared entry with this formula, charge and spin (eV) = 1.385
- highest occupied orbital energy (Ha) = -0.3496

---

Entry from OMol25: a molecular structure, C31H38FeN4 at a distorted geometry (ωB97M-V with the def2-TZVPD basis set).

Cartesian coordinates (Å):
Fe  0.394  -0.244  0.624
N  0.795  -2.589  4.229
N  -0.442  -2.776  -1.464
C  0.995  1.779  0.072
C  2.083  0.891  0.404
C  1.956  0.573  1.809
C  2.965  -0.164  2.653
H  3.758  -0.564  2.012
H  2.467  -1.039  3.163
H  3.419  0.472  3.418
C  0.753  1.171  2.302
C  0.225  0.951  3.682
H  0.880  1.370  4.464
H  0.128  -0.127  3.914
H  -0.767  1.404  3.797
C  0.174  1.930  1.235
C  -0.984  2.861  1.360
H  -1.840  2.385  1.862
H  -1.326  3.210  0.376
H  -0.717  3.755  1.949
C  3.244  0.549  -0.464
H  4.078  1.250  -0.311
H  2.959  0.583  -1.522
H  3.603  -0.466  -0.248
C  0.984  2.678  -1.119
H  -0.036  2.938  -1.430
H  1.476  2.210  -1.981
H  1.526  3.618  -0.908
C  0.107  -3.454  4.963
H  0.407  -3.507  6.013
C  -0.919  -4.260  4.442
H  -1.385  -4.970  5.114
C  -1.291  -4.104  3.100
H  -2.055  -4.767  2.659
C  -0.628  -3.120  2.339
H  -0.837  -2.939  1.270
C  0.505  -2.429  2.915
C  1.449  -1.540  2.208
H  1.760  -2.149  1.256
C  -0.199  -1.386  -1.247
C  0.519  -3.113  -2.362
H  1.194  -3.977  -2.376
C  0.492  -2.074  -3.280
H  0.562  -2.156  -4.350
N  0.039  -0.924  -2.586
C  -0.099  0.315  -3.261
C  0.810  0.573  -4.327
C  0.529  1.623  -5.213
H  1.211  1.808  -6.045
C  -0.580  2.442  -5.021
C  -0.807  3.586  -5.961
H  -1.371  4.389  -5.474
H  -1.378  3.271  -6.847
H  0.145  3.998  -6.322
C  -1.483  2.167  -3.990
H  -2.371  2.788  -3.895
C  -1.257  1.114  -3.089
C  -2.205  0.755  -1.995
H  -2.697  -0.203  -2.221
H  -2.978  1.524  -1.872
H  -1.666  0.618  -1.041
C  2.075  -0.209  -4.467
H  1.928  -1.261  -4.734
H  2.666  -0.167  -3.544
H  2.674  0.200  -5.282
C  -2.835  -0.882  4.425
C  -3.298  -0.836  2.957
C  -2.243  -0.403  2.075
N  -1.353  -0.280  1.344
H  -2.102  -1.687  4.559
H  -3.663  -1.066  5.118
H  -2.361  0.060  4.728
H  -3.618  -1.830  2.609
H  -4.143  -0.147  2.824

- multiplicity = 5
- ΔE to the lowest compared entry with this formula, charge and spin (eV) = 1.562
- charge = -2
- highest occupied orbital energy (alpha / beta) (Ha) = 0.1077 / -0.0383

---

Entry from OMol25: a molecular structure, C28H33N7O5PS4V at a distorted geometry (ωB97M-V with the def2-TZVPD basis set).

Cartesian coordinates (Å):
V  -0.006  0.240  0.151
N  0.195  4.298  -0.502
C  1.491  4.755  -0.267
C  1.721  6.080  0.084
C  3.016  6.541  0.268
C  4.086  5.671  0.140
C  3.863  4.339  -0.187
C  2.575  3.886  -0.416
S  2.265  2.222  -0.925
N  0.701  1.971  -0.330
C  -0.157  2.971  -0.311
C  -1.518  2.610  -0.108
C  -2.612  3.481  -0.216
C  -3.886  2.992  -0.048
C  -4.044  1.638  0.254
C  -2.923  0.833  0.335
N  -1.686  1.282  0.139
H  -0.525  4.956  -0.256
H  0.876  6.749  0.195
H  3.181  7.578  0.529
H  5.096  6.029  0.294
H  4.690  3.648  -0.292
H  -2.459  4.525  -0.451
H  -4.744  3.644  -0.154
H  -5.023  1.217  0.424
H  -3.022  -0.221  0.531
C  6.012  0.852  2.518
C  4.626  1.209  1.992
C  3.514  0.651  2.862
O  4.536  0.799  0.617
P  4.094  -0.601  -0.018
S  4.826  -0.629  -1.838
S  2.141  -1.119  0.204
O  4.902  -1.597  0.981
C  4.604  -2.990  1.128
C  5.260  -3.425  2.429
C  5.128  -3.776  -0.066
H  6.194  1.336  3.479
H  6.766  1.172  1.799
H  6.092  -0.227  2.635
H  4.523  2.298  1.948
H  3.543  -0.437  2.869
H  2.544  0.969  2.487
H  3.632  1.014  3.884
H  3.517  -3.107  1.192
H  6.338  -3.267  2.365
H  5.062  -4.481  2.613
H  4.871  -2.841  3.263
H  6.199  -3.604  -0.181
H  4.625  -3.432  -0.968
H  4.943  -4.843  0.066
C  -5.845  -1.844  -0.846
C  -4.734  -2.710  -0.321
C  -4.963  -4.003  0.135
C  -3.844  -4.688  0.592
N  -2.637  -4.162  0.648
C  -2.500  -2.882  0.233
S  -0.931  -2.198  0.365
N  -3.522  -2.170  -0.291
H  -6.601  -2.438  -1.360
H  -5.434  -1.096  -1.522
H  -6.327  -1.326  -0.015
H  -5.943  -4.456  0.126
H  -3.918  -5.716  0.937
O  -0.252  0.149  -2.030
N  0.128  -1.003  -2.564
C  1.411  -1.203  -2.914
C  1.823  -2.413  -3.429
C  0.906  -3.437  -3.596
C  -0.421  -3.196  -3.273
C  -0.786  -1.974  -2.753
H  2.086  -0.374  -2.764
H  2.870  -2.539  -3.661
H  1.218  -4.400  -3.976
H  -1.174  -3.963  -3.384
H  -1.795  -1.723  -2.464
O  -0.098  2.208  2.466
N  -0.074  1.052  2.868
O  0.038  0.167  1.953

- multiplicity = 4
- ΔE to the lowest compared entry with this formula, charge and spin (eV) = 0.000
- charge = -1
- highest occupied orbital energy (alpha / beta) (Ha) = -0.1229 / -0.1766

---

Entry from OMol25: a single C13H10N2O2 molecule at a distorted geometry (ωB97M-V with the def2-TZVPD basis set).

Cartesian coordinates (Å):
C  1.591  -0.885  2.576
C  2.610  -0.260  1.744
N  3.357  0.330  1.068
N  0.157  -0.376  2.060
C  -0.800  -1.277  1.809
C  -2.094  -0.882  1.537
C  -2.398  0.478  1.428
C  -1.327  1.381  1.490
C  -0.040  0.913  1.712
H  1.562  -1.928  2.378
H  -0.535  -2.305  1.952
H  -2.876  -1.623  1.425
H  -3.425  0.839  1.246
H  -1.484  2.460  1.380
H  0.800  1.584  1.750
C  0.854  -1.506  5.023
C  1.796  -0.876  4.109
C  3.285  -1.280  4.557
O  4.201  -0.566  4.141
C  3.498  -2.265  5.611
C  2.501  -2.883  6.265
C  1.114  -2.401  6.125
O  0.187  -2.954  6.787
H  -0.154  -1.127  4.948
H  1.699  0.285  4.053
H  4.526  -2.626  5.748
H  2.707  -3.655  7.017

- ΔE to the lowest compared entry with this formula, charge and spin (eV) = 3.993
- highest occupied orbital energy (Ha) = -0.2325

---

Entry from OMol25: a single C3H6N2O molecule at a distorted geometry (ωB97M-V with the def2-TZVPD basis set).

Cartesian coordinates (Å):
O  -2.595  0.303  -0.050
C  -1.403  -0.085  0.023
C  -0.280  0.962  0.171
C  1.060  0.243  -0.183
N  0.882  -1.094  0.170
N  -0.483  -1.461  -0.065
H  -0.459  1.406  1.196
H  -0.383  1.918  -0.495
H  1.290  0.341  -1.255
H  1.955  0.657  0.246
H  1.135  -1.136  1.160
H  -0.718  -2.054  -0.919

- structure (SMILES) = O=C1CCNN1
- ΔE to the lowest compared entry with this formula, charge and spin (eV) = 3.236
- highest occupied orbital energy (Ha) = -0.3423

---

| no. | E (Eh) |
| --- | --- |
| 1 | -5606.42148 |
| 2 | -302.56067 |
| 3 | -4816.88751 |
| 4 | -2472.61584 |
| 5 | -420.91621 |
| 6 | -2647.64722 |
| 7 | -269.29536 |
| 8 | -2686.36010 |
| 9 | -4724.51443 |
| 10 | -761.19395 |
| 11 | -302.57419 |